ORCA calculation (ωB97M-V/def2-TZVPD) on C3H6N2O2 in the gas phase.

Geometry as XYZ:
```
13
Properties=species:S:1:pos:R:3:forces:R:3
N -1.3461 0.6242 -0.6409 -0.069 0.095 0.081
C -1.4040 -0.2384 0.4141 -0.142 -0.107 -0.032
O -2.4480 -0.6612 0.8703 0.299 0.087 -0.170
C -0.0661 -0.7413 0.9553 -0.069 -0.149 -0.014
O 0.8801 0.3070 1.2173 0.153 0.152 -0.038
C 1.7670 0.8159 0.3570 -0.236 -0.271 -0.244
N 1.7152 0.2909 -0.8787 0.160 0.089 0.148
H -2.2224 1.0437 -0.9155 0.095 -0.039 0.030
H -0.4996 1.1297 -0.8555 -0.119 -0.067 0.084
H 0.3387 -1.5186 0.2929 -0.049 0.126 0.086
H -0.2786 -1.2019 1.9194 0.068 0.079 -0.118
H 2.4001 0.6458 -1.5263 -0.051 -0.068 0.068
H 1.1636 -0.4958 -1.2094 -0.040 0.074 0.119
```
Forces are in eV/Å.

## Properties
Electronic energy in Eh: -377.85882
ΔE to the lowest compared entry with this formula, charge and spin in kcal/mol: 63.1
LUMO in eV: 0.68

***

ORCA calculation (ωB97M-V/def2-TZVPD) on a molecular structure, C4H4GaO5 at a distorted geometry.

Geometry as XYZ:
```
14
Properties=species:S:1:pos:R:3:forces:R:3
O -0.2425 0.0895 -1.3215 -0.515 0.294 0.366
C -1.2637 -0.3716 -0.6902 6.501 0.893 2.013
O -0.8578 -0.2664 0.5967 -0.952 -0.140 -0.371
H 2.5353 -0.3247 2.0228 0.263 -0.406 0.809
Ga -3.6436 -1.3663 -0.8110 -13.798 -3.060 1.907
O -2.1692 -1.0921 -1.0738 9.533 1.862 -2.990
O 1.4335 -0.5948 0.2869 1.116 -0.151 0.922
C 2.5051 0.0684 1.0009 -0.996 1.401 -2.332
C 2.0889 1.5346 0.9296 -1.361 -1.982 1.165
O 0.6802 1.4434 0.6061 1.145 0.531 -0.148
C 0.4211 0.2309 0.1786 -2.064 0.003 -1.064
H 3.4397 -0.1492 0.4768 0.523 -0.574 0.110
H 2.5926 2.0899 0.1312 0.522 0.607 -0.494
H 2.1792 2.0632 1.8825 0.084 0.720 0.108
```
Forces are in eV/Å.

## Properties
Electronic energy in Eh: -2454.25873
ΔE to the lowest compared entry with this formula, charge and spin in kcal/mol: 69.3
LUMO (alpha / beta) in eV: -16.96 / -18.82
Net charge: +3

***

ORCA calculation (ωB97M-V/def2-TZVPD) on C5H7NS in the gas phase.

Geometry as XYZ:
```
14
Properties=species:S:1:pos:R:3:forces:R:3
S 2.9629 0.0127 -0.0386 -0.518 -0.010 0.007
C 1.3467 0.0196 -0.0398 0.525 -0.003 -0.019
C 0.4309 -1.2517 0.1032 -0.091 0.658 -0.038
C -0.8441 -0.6276 -0.4649 0.252 -0.141 0.205
N -2.0873 0.0748 -0.1321 -0.190 0.105 -0.042
C -0.8332 0.6439 0.3332 0.426 -0.015 0.238
C 0.4438 1.2880 -0.1865 -0.025 0.533 0.058
H 0.3991 -1.5394 1.1471 -0.064 -0.097 0.236
H 0.8535 -2.0524 -0.4731 0.126 -0.483 -0.265
H -0.6786 -0.4502 -1.5187 0.004 0.059 -0.177
H -2.5727 -0.2569 0.6904 -0.163 -0.093 0.089
H -0.6688 0.4201 1.3980 -0.114 0.086 -0.292
H 0.4022 1.5975 -1.2466 0.053 -0.108 0.452
H 0.8455 2.1216 0.4283 -0.222 -0.490 -0.451
```
Forces are in eV/Å.

## Properties
Electronic energy in Eh: -647.51029
ΔE to the lowest compared entry with this formula, charge and spin in kcal/mol: 92.1
SMILES: S=C1C[C@H]2N[C@@H]2C1
LUMO in eV: -0.24

***

ORCA calculation (ωB97M-V/def2-TZVPD) on 7 unconnected molecules or ions with the total composition C6H22N2O6 at a distorted geometry.

Geometry as XYZ:
```
36
Properties=species:S:1:pos:R:3:forces:R:3
C 2.3084 0.7864 -1.7188 -0.024 0.291 0.009
C 1.5202 2.0845 -1.5505 -0.148 -0.114 -0.441
C 0.9964 2.2639 -0.1223 -0.397 0.240 -0.228
C -0.4015 1.7663 0.1046 0.322 0.145 0.301
C -1.4020 2.2678 0.8891 0.197 0.157 -0.242
N -2.5203 1.4811 0.8038 -0.358 0.259 0.438
C -2.1985 0.5144 -0.0016 0.186 -0.370 -0.236
N -0.9211 0.6236 -0.4486 0.504 0.466 -0.036
H 3.2358 0.8544 -1.1698 0.251 -0.062 0.524
H 2.6413 0.6439 -2.7405 -0.300 -0.205 -0.345
H 1.7531 -0.0847 -1.3612 0.154 0.037 -0.190
H 0.6941 2.1459 -2.2762 0.106 -0.151 0.291
H 2.1547 2.9242 -1.8348 0.153 0.034 0.190
H 1.6717 1.8125 0.5914 0.354 -0.407 0.162
H 1.0109 3.3133 0.1478 -0.171 0.303 -0.007
H -1.3640 3.1787 1.4597 -0.121 0.049 0.136
H -2.8327 -0.2880 -0.3095 -0.256 -0.277 -0.119
H -0.4348 0.0362 -1.1215 -0.407 -0.352 -0.104
O -1.6646 2.6565 -2.9772 -0.784 0.344 0.462
H -2.4589 3.2372 -2.9293 0.901 -0.714 0.051
H -1.6253 2.1993 -2.1144 -0.163 0.365 -0.477
O 1.5994 -3.0230 -1.0808 -0.126 0.331 0.200
H 1.4032 -3.9582 -1.1365 -0.057 -0.283 -0.124
H 1.5231 -2.8239 -0.1237 0.202 -0.083 -0.148
O -0.3132 -1.4005 -2.2662 0.202 -0.566 0.958
H 0.3581 -2.0195 -1.8672 -0.392 0.386 -0.519
H -0.0234 -1.2031 -3.1489 0.260 0.061 -0.582
O 1.0233 -1.0283 3.6366 -0.412 0.770 -0.512
H 0.3284 -1.6440 3.8994 -0.262 -0.246 0.120
H 0.5116 -0.2597 3.3012 0.550 -0.525 0.301
O 1.5607 -2.8802 1.6617 0.111 0.656 0.767
H 1.4936 -2.0896 2.2794 0.129 -0.642 -0.509
H 2.2961 -3.4019 2.0110 -0.140 0.090 -0.120
O -1.0719 -3.0251 2.8016 -0.192 0.766 -0.452
H -0.2647 -3.2105 2.2867 -0.298 0.017 0.046
H -1.5455 -2.3275 2.2953 0.425 -0.769 0.434
```
Forces are in eV/Å.

## Properties
Electronic energy in Eh: -802.80004
ΔE to the lowest compared entry with this formula, charge and spin in kcal/mol: 0.0
SMILES: CCCc1cnc[nH]1.O.O.O.O.O.O
LUMO in eV: 0.14

***

ORCA calculation (ωB97M-V/def2-TZVPD) on a molecular structure, C33H57NP2Tl at a distorted geometry.

Geometry as XYZ:
```
94
Properties=species:S:1:pos:R:3:forces:R:3
Tl -0.5125 -0.2336 -2.7005 -1.624 -0.871 4.355
C -2.2991 1.6349 0.2633 0.142 -0.790 -2.391
C -2.8527 0.7636 -0.6994 1.010 2.163 1.562
C -2.3254 -0.4980 1.1433 -1.826 -1.082 -2.057
C -1.9907 0.8642 1.4328 1.048 0.364 2.193
C -2.8427 -0.5569 -0.1706 1.080 -0.596 2.532
C -2.1059 3.0877 0.0815 -0.097 0.602 0.072
H -1.6984 3.3329 -0.9108 -0.051 -0.052 0.181
H -1.4246 3.4888 0.8389 -0.053 0.058 -0.135
H -3.0575 3.6309 0.1776 0.212 0.044 -0.021
C -1.4599 1.3041 2.6953 -3.562 1.752 -3.153
H -0.9819 2.2863 2.6778 -0.073 -0.099 0.084
H -0.4640 0.4195 3.1484 1.913 -1.799 1.146
H -2.1766 1.2147 3.5236 1.106 -0.995 0.277
C -2.1920 -1.6329 2.0782 0.153 -0.437 0.443
H -3.1214 -1.8221 2.6397 0.187 0.021 -0.156
H -1.4324 -1.4315 2.8403 -0.169 -0.243 -0.196
H -1.9166 -2.5653 1.5627 -0.089 0.220 0.120
C -3.2970 -1.7703 -0.8883 -0.269 -0.440 -0.117
H -4.3934 -1.7922 -0.9829 0.197 -0.033 -0.028
H -2.9975 -2.6820 -0.3607 -0.068 0.153 -0.089
H -2.8869 -1.8353 -1.9089 -0.103 0.015 0.154
C -3.3766 1.1791 -2.0240 -0.439 0.247 -0.309
H -4.2870 1.7904 -1.9227 0.187 -0.127 -0.110
H -3.6373 0.3201 -2.6520 -0.018 0.048 0.077
H -2.6562 1.7968 -2.5822 -0.075 0.053 0.055
C 1.6156 0.6885 -3.6390 -0.334 2.385 -1.330
C 0.5569 1.5415 -3.9362 2.875 0.025 -0.730
C -0.0593 1.6276 -5.3195 -0.048 0.668 0.036
C -1.0246 0.5032 -5.7738 -0.850 -0.051 -0.109
C -1.0712 -0.8027 -5.0043 1.409 -1.683 -1.771
C 0.0267 -1.6042 -4.7636 -1.409 0.336 -1.864
C 1.4079 -1.3387 -5.2989 0.558 -0.412 -0.032
C 2.2725 -0.2058 -4.6569 0.391 -0.335 0.078
H 0.7286 1.7465 -6.0848 -0.108 -0.103 0.464
H -0.8286 0.2976 -6.8424 -0.020 -0.124 0.431
H -0.6443 2.5666 -5.3337 0.379 -0.430 -0.137
H 2.6733 0.4066 -5.4877 -0.164 -0.078 0.477
H 2.1511 0.7646 -2.6868 -0.495 0.085 -0.037
H 0.2913 2.3620 -3.2518 0.047 -0.686 0.073
H 3.1458 -0.6860 -4.1716 -0.480 0.357 -0.298
H 1.9815 -2.2711 -5.1526 -0.292 0.386 -0.243
H -0.1079 -2.6026 -4.3292 -0.231 0.462 0.075
H 1.3642 -1.1741 -6.3919 -0.188 -0.030 0.463
H -2.0502 0.9101 -5.7548 0.402 -0.157 -0.009
H -2.0785 -1.2134 -4.8492 0.454 0.170 0.393
P 2.1075 2.0977 0.8636 -0.061 0.092 0.081
C 1.8166 3.0045 2.4430 -0.147 -0.094 0.067
H 2.7370 3.5294 2.7364 -0.363 0.000 0.016
H 1.5319 2.2929 3.2283 0.152 0.228 -0.091
H 0.9972 3.7229 2.3092 0.196 -0.102 0.092
C 3.9161 1.8369 1.0906 -0.057 -0.141 -0.156
H 4.3792 2.7819 1.4084 0.059 -0.313 -0.118
H 4.3492 1.4960 0.1415 0.069 0.082 0.245
H 4.0817 1.0641 1.8521 0.021 0.200 -0.153
C 2.1727 3.5464 -0.2648 0.043 0.040 -0.022
H 2.3843 3.1917 -1.2818 0.035 0.220 0.129
H 2.9561 4.2437 0.0624 -0.230 0.001 -0.230
H 1.1948 4.0474 -0.2638 0.266 -0.071 -0.046
P 1.2396 -3.0412 0.3472 -0.417 0.540 -0.451
C 0.0332 -4.0788 -0.5950 0.055 -0.084 0.045
H 0.5215 -4.9984 -0.9553 -0.302 0.149 0.118
H -0.3378 -3.5030 -1.4603 0.071 -0.206 0.300
H -0.8236 -4.3268 0.0502 0.239 0.012 -0.284
C 2.6987 -3.2793 -0.7576 0.185 0.032 0.235
H 2.4046 -3.1027 -1.8051 0.103 -0.086 0.317
H 3.1070 -4.2947 -0.6444 0.003 0.277 -0.227
H 3.4573 -2.5322 -0.4778 -0.078 -0.353 -0.178
C 1.6343 -4.1371 1.7541 -0.046 -0.067 0.047
H 1.7046 -5.1842 1.4356 0.064 0.119 0.180
H 0.8401 -4.0181 2.5047 0.220 -0.132 -0.152
H 2.5757 -3.8100 2.2114 -0.178 -0.129 -0.063
C -3.1916 -1.6970 5.7584 0.349 0.167 0.091
N -1.8102 -1.7428 5.2991 -0.077 -0.183 -0.470
C -1.1827 -3.0266 5.5683 -0.082 0.097 0.089
C -1.0298 -0.5789 5.7066 -0.269 -0.037 0.295
C 0.3236 -0.5649 5.0302 -0.240 0.157 0.771
C 1.4546 -1.0289 5.7174 -0.199 -0.010 -0.415
C 2.6352 -1.2588 5.0115 0.077 0.048 0.069
C 2.6795 -1.0574 3.6278 -0.334 -0.084 0.148
C 1.5549 -0.5409 2.9714 0.452 0.194 -0.304
C 0.4336 -0.1976 3.7041 -0.350 0.057 -0.627
H -3.7078 -2.6106 5.4279 0.077 0.394 0.110
H -3.6864 -0.8152 5.3241 0.027 -0.260 0.161
H -3.2507 -1.6293 6.8627 -0.162 -0.045 -0.187
H -0.8604 -3.1224 6.6206 -0.033 -0.089 -0.061
H -0.3066 -3.1867 4.9280 -0.141 0.088 0.122
H -1.9186 -3.8132 5.3578 0.287 0.123 0.043
H -1.6208 0.3068 5.4319 0.210 -0.141 0.179
H -0.9022 -0.5815 6.8063 0.056 0.175 -0.088
H 1.3654 -1.2131 6.7949 0.163 -0.072 -0.481
H 3.5123 -1.6242 5.5440 -0.149 0.085 -0.162
H 3.5800 -1.3031 3.0598 -0.259 0.053 0.187
H 1.5512 -0.4154 1.8846 0.078 0.111 0.406
```
Forces are in eV/Å.

## Properties
Electronic energy in Eh: -2201.10035
LUMO (alpha / beta) in eV: -4.15 / -4.15
Net charge: +1